{"formula": "ArH20NeO10", "method": "ωB97M-V/def2-TZVPD", "lumo_ev": -0.71, "e_tot_ev": -38663.2727, "e_homo_ev": -9.80, "homo_lumo_gap_ev": 9.1, "relative_energy_kj_mol": 4.3, "elements": ["Ne", "Ar", "O", "H", "H", "O", "H", "H", "O", "H", "H", "O", "H", "H", "O", "H", "H", "O", "H", "H", "O", "H", "H", "O", "H", "H", "O", "H", "H", "O", "H", "H"], "positions_angstrom": [[-0.19195, -0.93509, 0.33734], [0.71176, -2.47368, 2.45451], [-1.53430, 1.54581, 0.75743], [-2.44532, 1.68890, 0.50095], [-1.57976, 1.31339, 1.68487], [-2.10759, -0.28743, -2.08029], [-2.42626, 0.03185, -1.23605], [-1.82942, 0.50139, -2.54571], [2.05858, -3.12041, -1.40562], [1.18217, -2.75519, -1.52707], [2.57344, -2.39581, -1.05053], [1.76460, 2.31033, 1.78563], [1.69019, 2.49483, 0.84934], [0.95179, 1.85531, 2.00592], [2.06790, 0.45629, -2.17287], [1.51356, -0.15219, -2.66143], [1.45645, 1.09114, -1.79960], [3.54737, -0.86783, -0.22323], [2.98031, -0.35004, -0.79469], [3.57361, -0.37655, 0.59786], [-0.55759, 1.38352, 3.33236], [-0.98544, 2.20319, 3.58001], [-0.14508, 1.07486, 4.13908], [0.51628, 2.41798, -1.11346], [0.13509, 3.11165, -1.65174], [-0.23320, 2.01532, -0.67485], [-3.11726, -1.34123, 1.16014], [-2.47189, -1.23262, 1.85866], [-3.74696, -0.63466, 1.30321], [-0.78905, -2.98724, -1.97135], [-1.44505, -3.49737, -1.49631], [-1.11696, -2.08842, -1.94252]], "forces_ev_per_angstrom": [[0.01, 0.10, -0.18], [0.07, -0.12, 0.17], [-0.24, 0.22, -0.62], [-0.25, 0.15, -0.10], [0.41, -0.28, 0.46], [0.02, -0.11, -0.13], [-0.02, -0.17, 0.45], [0.12, 0.13, -0.27], [0.13, -0.20, -0.18], [-0.54, -0.26, -0.08], [0.47, 0.19, 0.38], [0.35, 0.05, 0.14], [0.00, 0.12, -0.38], [-0.29, -0.14, 0.18], [0.39, -0.43, -0.19], [0.01, -0.35, -0.21], [-0.31, 0.65, 0.19], [0.36, -0.44, 0.41], [-0.30, 0.51, -0.69], [0.04, 0.02, 0.27], [-0.29, -0.14, -0.18], [0.00, 0.42, 0.13], [0.20, -0.26, 0.20], [0.16, 0.11, -0.14], [0.11, 0.30, -0.20], [-0.43, -0.26, 0.66], [-0.06, 0.00, -0.32], [0.30, -0.07, 0.19], [-0.30, 0.06, 0.10], [0.28, -0.13, -0.12], [-0.08, -0.18, 0.14], [-0.35, 0.49, -0.08]]}